{
  "formula": "C19H29FN2O5S",
  "method": "ωB97M-V/def2-TZVPD",
  "elements": ["O", "C", "N", "C", "C", "C", "C", "C", "C", "C", "N", "C", "O", "C", "C", "C", "S", "O", "O", "C", "C", "F", "C", "C", "C", "O", "C", "C", "H", "H", "H", "H", "H", "H", "H", "H", "H", "H", "H", "H", "H", "H", "H", "H", "H", "H", "H", "H", "H", "H", "H", "H", "H", "H", "H", "H", "H"],
  "xyz": [[-1.82075, 1.78868, -0.67564], [-2.13038, 0.63784, -0.44405], [-1.27585, -0.41188, -0.35218], [0.18321, -0.40871, -0.41677], [0.84339, 0.95941, -0.37487], [0.58424, 1.71298, 0.95863], [1.99453, 1.86456, 1.54730], [2.76115, 2.90968, 0.72115], [3.02448, 2.15432, -0.61174], [2.37697, 0.78518, -0.34536], [2.62480, 0.62191, 1.08963], [3.20635, -0.31605, 1.85548], [3.26949, -0.22689, 3.07496], [3.79409, -1.53302, 1.15738], [5.23294, -1.78386, 1.69688], [5.14826, -2.81459, 2.80976], [4.01613, -4.00527, 2.13750], [4.65190, -4.66735, 1.02766], [3.36680, -4.78089, 3.15536], [2.91373, -2.75137, 1.49164], [-3.59603, 0.26798, -0.17990], [-3.94154, 0.85264, 1.03577], [-4.49362, 0.79008, -1.27522], [-4.13880, 0.15506, -2.61959], [-5.10615, 0.64157, -3.68664], [-6.44980, 0.35961, -3.34587], [-6.82103, 1.00274, -2.13840], [-5.96923, 0.54292, -0.96810], [-1.68885, -1.29167, -0.09439], [0.54462, -0.99408, 0.43588], [0.49827, -0.93187, -1.32675], [0.53878, 1.55031, -1.23423], [0.08063, 2.66390, 0.80584], [-0.03853, 1.11193, 1.62509], [2.04756, 1.97896, 2.62451], [2.17809, 3.81913, 0.58678], [3.69562, 3.17517, 1.21440], [2.58695, 2.64567, -1.47913], [4.09289, 2.03650, -0.79326], [2.75226, -0.02613, -0.96316], [3.84201, -1.39018, 0.08125], [5.85734, -2.16911, 0.89102], [5.67598, -0.85703, 2.05761], [6.08362, -3.31994, 3.04047], [4.68497, -2.41449, 3.71109], [2.21328, -2.54335, 2.30023], [2.39173, -3.18008, 0.63865], [-3.72622, -0.81327, -0.06062], [-4.31805, 1.86911, -1.34750], [-3.11404, 0.39947, -2.91167], [-4.21511, -0.93636, -2.55167], [-4.98079, 1.72488, -3.83210], [-4.92083, 0.14828, -4.64047], [-6.73082, 2.09248, -2.26080], [-7.87247, 0.76688, -1.97778], [-6.14279, -0.52698, -0.80672], [-6.26532, 1.06455, -0.05733]],
  "lowdin_charge": [0.0858, -0.4290, 0.0989, -0.1235, -0.2326, -0.0649, -0.2221, -0.0960, -0.0935, -0.2206, 0.0325, -0.4317, 0.0680, -0.2263, -0.1610, -0.2191, 0.6554, -0.3083, -0.3104, -0.1758, -0.2338, 0.0189, -0.2801, -0.1242, -0.2073, -0.1309, -0.2063, -0.1258, 0.1356, 0.1240, 0.1285, 0.1391, 0.1175, 0.1276, 0.1512, 0.1136, 0.1126, 0.1137, 0.1116, 0.1443, 0.1273, 0.1172, 0.1245, 0.1140, 0.1113, 0.1132, 0.1095, 0.1521, 0.1580, 0.1236, 0.1313, 0.1297, 0.1251, 0.1283, 0.1249, 0.1305, 0.1237],
  "smiles": "O=C(NC[C@H]1C[C@@H]2CC[C@H]1N2C(=O)[C@H]1CCS(=O)(=O)C1)[C@@H](F)C1CCOCC1",
  "fmax_ev_per_a": 0.229,
  "total_energy_ev": -46944.6536,
  "e_homo_ev": -9.701
}